{
  "formula": "C24H36CuN4OS",
  "method": "ωB97M-V with the def2-TZVPD basis set",
  "total_charge": -1,
  "e_homo_ev": -3.170,
  "lumo_ha": 0.0943,
  "species": ["Cu", "S", "O", "N", "N", "N", "N", "C", "C", "C", "C", "C", "C", "C", "C", "C", "C", "C", "C", "C", "C", "C", "C", "C", "C", "C", "C", "C", "C", "C", "C", "H", "H", "H", "H", "H", "H", "H", "H", "H", "H", "H", "H", "H", "H", "H", "H", "H", "H", "H", "H", "H", "H", "H", "H", "H", "H", "H", "H", "H", "H", "H", "H", "H", "H", "H", "H"],
  "positions_angstrom": [[0.968491, -1.429460, -0.371835], [0.649324, -0.054761, -4.285423], [-0.188682, 1.065313, -4.829143], [2.040345, 0.343943, -0.133890], [-1.451116, 0.072896, 2.867901], [-0.678229, -0.936039, 0.749029], [-0.452327, 1.375632, -1.420356], [3.283723, -5.085073, -1.237305], [-1.407307, -0.097888, 5.295460], [-4.109624, 0.130416, 0.390629], [-1.132444, 2.124202, 4.143283], [2.511580, 2.485887, 0.496824], [-1.688456, 2.041173, -1.819725], [0.320933, 2.068044, -0.679188], [1.572780, 1.636074, -0.107088], [2.991519, -3.155608, -2.792567], [-4.448439, 2.473615, 0.781487], [2.156113, 0.708338, -3.681776], [3.597078, 1.674877, 0.855843], [-4.775817, 1.155081, 1.058241], [1.392539, -0.805990, -5.740995], [-1.012288, -0.516229, 1.771614], [1.464492, -3.333136, -0.815385], [-3.460974, 2.763165, -0.156603], [-3.126692, 0.422817, -0.540994], [-2.789516, 1.746770, -0.826477], [-1.694904, 1.401287, 5.366224], [-1.953660, -0.688890, 4.003498], [3.253419, 0.380866, 0.452024], [2.875547, -3.611592, -1.341846], [-1.687646, 1.518366, 2.864106], [3.255889, -5.425887, -0.198226], [-1.846874, -0.619525, 6.149032], [-1.377041, 3.188287, 4.174193], [-3.199215, 3.795263, -0.364029], [2.144377, -1.536948, -5.437809], [2.297953, 1.607973, -4.285061], [4.290359, -5.279460, -1.633367], [0.749527, -3.770336, -1.535257], [-2.779982, 1.558241, 5.410108], [2.573557, -5.702938, -1.800819], [2.334272, -3.760737, -3.429901], [3.825958, -0.530786, 0.568219], [4.012488, -3.229956, -3.185462], [-2.582279, -0.373350, -1.032791], [2.404436, 3.554936, 0.628871], [-2.766707, 1.703275, 2.786944], [0.589502, -1.304841, -6.283656], [1.829612, -0.024626, -6.365424], [-0.042180, 2.040387, 4.127641], [-5.544492, 0.923396, 1.787501], [-1.968393, 1.690218, -2.813548], [-4.956926, 3.280812, 1.296219], [3.605061, -3.025289, -0.765475], [-1.657003, -1.727101, 3.874212], [4.517281, 1.977020, 1.336195], [-4.356003, -0.904887, 0.600561], [-1.216951, 1.931428, 1.974029], [-1.280793, 1.823107, 6.284160], [2.656267, -2.119803, -2.863952], [2.017071, 0.949526, -2.634351], [-1.551224, 3.129405, -1.893948], [3.003447, 0.030313, -3.787730], [0.060499, 3.113607, -0.446827], [1.317578, -3.917830, 0.108887], [-3.051545, -0.649640, 4.007426], [-0.327286, -0.267350, 5.327870]],
  "forces_ev_per_a": [[0.514, -0.188, -0.225], [-0.148, 0.219, -0.054], [0.002, -0.156, 0.097], [-0.239, 0.150, 0.065], [0.199, 0.013, 0.073], [0.136, -0.176, 0.112], [-0.101, 0.009, 0.051], [-0.022, -0.094, -0.028], [0.027, -0.016, 0.023], [-0.041, -0.001, 0.025], [0.057, 0.007, -0.023], [-0.029, -0.087, 0.029], [0.117, 0.026, 0.073], [0.176, -0.069, -0.049], [0.053, -0.107, -0.010], [-0.019, 0.039, -0.060], [-0.008, 0.020, -0.066], [0.131, 0.052, -0.061], [0.001, 0.083, 0.005], [-0.026, -0.035, -0.056], [0.024, -0.157, -0.126], [-0.443, 0.225, -0.007], [-0.156, 0.100, 0.074], [0.001, -0.003, 0.047], [-0.017, 0.031, -0.009], [-0.050, -0.079, -0.069], [-0.034, 0.021, 0.017], [-0.007, 0.092, -0.122], [-0.126, -0.057, -0.104], [0.065, 0.008, -0.059], [-0.054, -0.090, 0.033], [0.004, 0.032, -0.029], [-0.018, 0.011, -0.001], [-0.021, -0.005, 0.010], [-0.011, -0.005, 0.001], [-0.056, 0.016, 0.004], [0.011, -0.045, 0.033], [-0.045, 0.035, 0.023], [0.024, -0.027, 0.019], [0.014, -0.011, -0.011], [0.040, 0.025, 0.020], [0.026, 0.019, 0.026], [-0.017, 0.046, -0.011], [-0.025, -0.020, 0.021], [-0.014, 0.016, 0.002], [0.021, -0.039, 0.004], [0.065, -0.007, 0.015], [0.042, 0.019, 0.002], [-0.005, 0.006, 0.062], [-0.003, -0.004, 0.012], [0.022, 0.008, -0.020], [0.020, -0.076, -0.041], [0.000, -0.004, -0.005], [-0.029, -0.039, 0.032], [0.026, -0.035, 0.020], [-0.040, -0.008, -0.010], [0.021, 0.035, 0.007], [0.036, 0.015, -0.004], [0.021, -0.005, 0.001], [0.015, 0.054, -0.024], [-0.030, 0.078, 0.152], [-0.028, 0.033, 0.043], [-0.073, -0.017, 0.047], [0.039, 0.082, 0.002], [0.014, 0.014, -0.004], [-0.023, 0.005, 0.011], [-0.006, 0.015, -0.003]],
  "nbo_charge": [0.737, 1.283, -1.013, -0.618, -0.481, -0.469, -0.469, -0.606, -0.407, -0.211, -0.410, -0.320, -0.283, 0.091, 0.036, -0.603, -0.234, -0.836, -0.376, -0.251, -0.833, 0.486, -0.981, -0.249, -0.226, 0.084, -0.397, -0.194, -0.062, -0.235, -0.207, 0.194, 0.205, 0.209, 0.204, 0.230, 0.225, 0.176, 0.165, 0.190, 0.187, 0.184, 0.188, 0.180, 0.246, 0.195, 0.193, 0.225, 0.218, 0.213, 0.202, 0.225, 0.202, 0.174, 0.221, 0.195, 0.209, 0.240, 0.207, 0.205, 0.273, 0.162, 0.226, 0.129, 0.169, 0.177, 0.208]
}


{
  "formula": "C4H7N4OS",
  "method": "ωB97M-V with the def2-TZVPD basis set",
  "total_charge": -1,
  "e_homo_ev": [-5.485, -5.485],
  "lumo_ha": [0.1027, 0.1027],
  "species": ["S", "O", "N", "N", "N", "N", "C", "C", "C", "C", "H", "H", "H", "H", "H", "H", "H"],
  "positions_angstrom": [[2.660624, 1.085379, -0.479795], [3.464225, 1.383694, 0.809784], [-4.056720, 0.161904, 0.168649], [-3.596591, 1.437150, 0.182284], [-3.089261, -0.655037, 0.027115], [-1.943474, 0.010534, -0.035714], [1.714570, -0.965777, 1.083442], [1.577497, -0.189441, -0.202079], [0.651711, -0.568146, -1.283395], [-2.269469, 1.298354, 0.078001], [0.466003, 0.283203, -2.021061], [-0.309950, -0.597266, -0.807480], [-1.546671, 2.037085, -0.032188], [1.658724, -2.063606, 1.199873], [2.748792, -0.708156, 1.371916], [0.946839, -0.474345, 1.615698], [0.923154, -1.475533, -1.675055]],
  "forces_ev_per_a": [[-0.743, -0.998, 2.761], [-0.791, -0.389, -2.092], [-1.029, 1.358, 0.008], [0.329, 0.006, 0.209], [0.607, -0.950, 0.054], [0.687, 0.093, 0.198], [1.771, 0.380, -1.068], [2.210, 0.190, -1.138], [-0.389, 3.707, 0.150], [-1.834, -1.802, -0.302], [0.771, -1.264, 0.511], [-0.987, -0.514, 0.378], [0.864, 1.413, 0.079], [-0.623, 0.519, -1.014], [-0.673, 0.175, 0.869], [-0.673, 0.294, 1.704], [0.501, -2.218, -1.307]],
  "nbo_charge": [0.957, -0.970, -0.167, -0.393, -0.163, -0.437, -0.704, -0.094, -0.728, 0.043, 0.214, 0.326, 0.168, 0.230, 0.248, 0.257, 0.215]
}


Energy above the lowest of the compared OMol25 structures with the same formula, charge and spin
In order: 76.0 1.8
Unit: kJ/mol